Molecular formula: C38H38BiFN4O5S7
Method: DFT, the ωB97M-V functional and the def2-TZVPD basis

Frontier orbital gap, eV: 4.69
E_HOMO, hartree: -0.042
ΔE to the lowest compared entry with this formula, charge and spin, kcal/mol: 11.77
Charge: -2
Max |F|, eV Å⁻¹: 5.0
Electronic energy, Eh: -5167.87257

Geometry (Å):
1 Bi -0.99586 1.59656 -2.41801
2 C -2.89706 -2.12939 2.90282
3 C -2.71818 -0.69440 3.46834
4 C -2.56257 0.44936 2.42523
5 C -1.66840 -0.67126 4.56296
6 C -1.97883 -0.61029 5.91202
7 C -0.95564 -0.54218 6.90921
8 C 0.39277 -0.51050 6.54023
9 C 0.79375 -0.56779 5.22366
10 C 2.16193 -0.14806 4.69614
11 C 3.16665 0.23263 5.73912
12 C 2.07020 1.00382 3.67632
13 C -0.24453 -0.87879 4.25994
14 N -0.01430 -1.57590 3.15594
15 C 1.02110 -2.36399 2.74959
16 C 1.64396 -3.36831 3.57207
17 C 2.76106 -4.15307 3.16662
18 C 3.24403 -3.94132 1.87346
19 C 2.59273 -3.02400 0.98647
20 C 1.51852 -2.31777 1.42197
21 F 0.99661 -1.36442 0.57771
22 H -3.28971 -2.05308 1.94701
23 H -3.61053 -2.70820 3.54692
24 H -1.91904 -2.68366 2.91764
25 H -3.65169 -0.56846 3.97723
26 H -1.72644 0.13892 1.70230
27 H -2.40855 1.48144 2.84162
28 H -3.43472 0.54809 1.80237
29 H -2.97342 -0.39470 6.22817
30 H -1.14471 -0.47226 8.00698
31 H 1.08835 -0.29073 7.31538
32 H 2.58455 -1.06643 4.21840
33 H 2.78980 1.06974 6.27640
34 H 4.16653 0.52159 5.32354
35 H 3.50780 -0.56044 6.42207
36 H 1.75563 1.91757 4.20101
37 H 1.33577 0.86377 2.84103
38 H 3.06792 1.11910 3.13928
39 H 1.22791 -3.48905 4.63100
40 H 3.11095 -4.93867 3.91006
41 H 4.09033 -4.56346 1.56669
42 H 2.93008 -2.95967 -0.04365
43 C 6.25495 -0.70264 -5.72502
44 C 4.85509 -0.46488 -5.35574
45 C 4.20038 -1.35520 -4.58709
46 C 2.76484 -1.29953 -4.37820
47 C 2.05231 -0.29883 -4.96128
48 C 2.70584 0.71241 -5.67136
49 C 4.11727 0.63161 -5.83656
50 S 0.35620 -0.44198 -4.61881
51 O -0.18774 -1.38628 -5.58506
52 O 0.20579 -0.83692 -3.18048
53 N -0.31481 1.00830 -4.63205
54 C -0.85074 1.79236 -5.72669
55 C -1.65880 2.96659 -5.10889
56 O -2.21030 3.77590 -5.89442
57 O -1.67377 3.18671 -3.82162
58 H 6.40272 -1.37567 -6.58486
59 H 6.77404 -1.23733 -4.91087
60 H 6.78726 0.26973 -5.99527
61 H 4.60294 -2.27688 -4.17955
62 H 2.27856 -2.05422 -3.83681
63 H 2.15547 1.57236 -5.82198
64 H 4.45525 1.36863 -6.55583
65 H -1.53051 1.13773 -6.28465
66 H -0.11363 2.17634 -6.37107
67 C -4.01699 4.11299 -2.16567
68 C -4.34920 2.81726 -1.62272
69 N -3.95054 1.66404 -1.94080
70 C -4.55135 0.61834 -1.25136
71 C -5.48661 1.06424 -0.30139
72 S -5.48495 2.79870 -0.30140
73 C -4.26783 -0.82186 -1.55414
74 C -5.15456 -1.75632 -1.97798
75 S -4.31992 -3.27739 -2.14153
76 C -2.82079 -2.52000 -1.50222
77 N -3.00409 -1.24725 -1.23605
78 C -1.48923 -3.13987 -1.28619
79 H -3.22779 3.97127 -2.94004
80 H -3.68452 4.82804 -1.38993
81 H -4.94920 4.53090 -2.60738
82 H -5.92695 0.39977 0.40049
83 H -6.27500 -1.71637 -2.16103
84 H -1.05970 -2.69495 -0.36746
85 H -0.91940 -2.90557 -2.22569
86 H -1.59712 -4.22963 -1.17559
87 O 2.23862 6.42360 1.91882
88 C 1.90665 5.47426 1.21600
89 S 0.45027 4.56260 1.67354
90 C 0.11075 3.89687 0.11269
91 C 1.21672 3.91051 -0.87015
92 S 1.29977 2.79764 -2.25123
93 S 2.47656 5.03402 -0.45747
94 S -1.41697 3.20358 -0.14323

Molecular formula: CH4N4O
Method: DFT, the ωB97M-V functional and the def2-TZVPD basis

Frontier orbital gap, eV: 9.20
E_HOMO, hartree: -0.334
ΔE to the lowest compared entry with this formula, charge and spin, kcal/mol: 104.05
Charge: 0
Max |F|, eV Å⁻¹: 2.0
Electronic energy, Eh: -334.55401

Geometry (Å):
1 C 0.41426 -0.00080 0.60002
2 N -1.53608 0.87151 1.38616
3 N -2.79802 1.84225 1.39132
4 N -1.09927 1.32266 -0.78459
5 N -0.84229 0.76475 0.32937
6 O -2.50677 2.95859 1.56328
7 H 1.16466 0.85201 0.72996
8 H 0.42635 -0.52334 1.52311
9 H 0.55624 -0.90133 -0.04860
10 H -0.47301 1.04508 -1.55065

Molecular formula: C10H9N2O
Method: DFT, the ωB97M-V functional and the def2-TZVPD basis

Frontier orbital gap, eV: 7.42
E_HOMO, hartree: -0.486
ΔE to the lowest compared entry with this formula, charge and spin, kcal/mol: 98.84
Charge: +1
Max |F|, eV Å⁻¹: 4.5
Electronic energy, Eh: -570.78776

Geometry (Å):
1 C 3.64088 2.36884 -0.23888
2 C 4.60041 3.32744 -0.18616
3 C 2.16965 2.56359 -0.26389
4 C 0.25224 0.94107 -0.03598
5 C 1.60067 1.34610 -0.07622
6 C -0.05802 -0.37186 0.12907
7 C 2.70517 0.37774 -0.04874
8 C 1.01735 -1.36767 0.29087
9 C -2.66514 -0.15731 -0.00103
10 C -1.38835 -1.03259 0.13423
11 N 2.38343 -0.91600 0.14872
12 N 3.88713 1.02629 -0.22780
13 O 0.86557 -2.44685 0.66232
14 H 1.80063 3.64401 -0.29707
15 H -0.52774 1.75461 -0.11004
16 H -2.60565 0.63054 0.71603
17 H -3.49624 -0.85076 0.06517
18 H -2.95428 0.27653 -1.01217
19 H -1.48026 -1.74814 -0.69842
20 H -1.35604 -1.78539 0.98919
21 H 3.06723 -1.73526 0.30949
22 H 4.84987 0.54360 -0.36214

Molecular formula: C4H11N2S
Method: DFT, the ωB97M-V functional and the def2-TZVPD basis

Frontier orbital gap, eV: 8.59
E_HOMO, hartree: -0.493
SMILES string: C=[S@](C)(=[NH2+])[C@H]1CN1
ΔE to the lowest compared entry with this formula, charge and spin, kcal/mol: 147.32
Charge: +1
Max |F|, eV Å⁻¹: 3.2
Electronic energy, Eh: -666.23327

Geometry (Å):
1 C -1.39036 -1.54797 -1.01579
2 S -0.67121 -0.22043 -0.24228
3 C -0.71328 -0.47189 1.61058
4 N -0.96998 1.78300 -0.03618
5 C 0.98688 -0.14407 -0.81182
6 C 2.02830 0.77718 -0.21126
7 N 1.93541 -0.62478 0.21808
8 H -2.33789 -1.71918 -0.56764
9 H -1.49891 -1.42809 -2.08159
10 H 0.28848 -0.04308 1.76214
11 H -1.47085 0.08069 2.14182
12 H -0.70583 -1.58731 1.50782
13 H -0.69241 2.54627 -0.65740
14 H -2.00314 1.80268 0.04579
15 H 0.93766 -0.63534 -1.74218
16 H 2.98110 1.01468 -0.84616
17 H 1.57932 1.47984 0.46129
18 H 2.72542 -1.06107 -0.26974

Molecular formula: C24H23BCl39NO5
Method: DFT, the ωB97M-V functional and the def2-TZVPD basis

Frontier orbital gap, eV: 9.43
E_HOMO, hartree: -0.360
Charge: 0
Max |F|, eV Å⁻¹: 1.8
Electronic energy, Eh: -19331.66461

Geometry (Å):
1 C 4.94901 -2.29850 1.37018
2 B 3.42756 -2.22088 1.02173
3 O 2.56161 -3.23853 1.25772
4 N 2.83779 -0.93832 0.41975
5 C 2.26430 -0.23023 1.50931
6 O 2.88966 0.26645 2.39542
7 C 0.76374 -0.27875 1.32341
8 C -0.26910 0.23672 2.08483
9 C -1.57580 -0.00530 1.67414
10 C -1.80056 -0.72922 0.50913
11 C -3.22892 -1.06563 0.09370
12 C -3.57608 -2.37108 0.75672
13 O -2.86133 -3.33297 0.66817
14 O -4.70611 -2.40308 1.48327
15 C -0.76324 -1.22803 -0.26580
16 C 0.53058 -0.98632 0.15788
17 C 1.82303 -1.39248 -0.45928
18 O 1.98632 -2.00287 -1.47682
19 H 5.30640 -1.29508 1.59106
20 H 5.48045 -2.61488 0.47242
21 H 5.15311 -2.94944 2.21600
22 H 3.03658 -4.07268 1.14592
23 H -0.09414 0.75510 3.00389
24 H -2.41339 0.36550 2.24488
25 H -3.91006 -0.27773 0.38854
26 H -3.27688 -1.16825 -0.98657
27 H -4.57684 -3.03332 2.20583
28 H -0.97275 -1.80195 -1.15591
29 C -2.84653 3.19307 -1.31269
30 Cl -3.80632 4.37810 -0.42076
31 Cl -2.50655 1.77043 -0.30978
32 Cl -3.66604 2.72394 -2.80135
33 H -1.90162 3.65140 -1.57220
34 C 1.02570 -4.83699 -2.35170
35 Cl 1.59895 -6.50664 -2.51416
36 Cl 0.67897 -4.14606 -3.93517
37 Cl -0.39045 -4.76988 -1.31016
38 H 1.80672 -4.25035 -1.89204
39 C 1.03412 4.30553 3.01181
40 Cl 1.83813 4.31140 4.57730
41 Cl 1.84537 5.38677 1.87965
42 Cl 0.96235 2.65333 2.38217
43 H 0.02044 4.66019 3.14506
44 C 0.39884 9.28098 2.00536
45 Cl 1.66146 9.30006 0.77184
46 Cl -0.56200 7.80884 1.88945
47 Cl 1.09902 9.43638 3.61565
48 H -0.25508 10.12556 1.83507
49 C 4.43388 1.94046 7.00540
50 Cl 3.40725 3.02792 7.94864
51 Cl 4.95460 0.56966 7.98686
52 Cl 3.59775 1.40032 5.55577
53 H 5.31459 2.49004 6.70177
54 C -2.73162 10.34754 4.91200
55 Cl -1.92442 10.37576 6.47759
56 Cl -1.97994 11.49879 3.80052
57 Cl -2.73436 8.71923 4.23536
58 H -3.75875 10.65335 5.05611
59 C -7.10577 3.03986 -4.98971
60 Cl -5.58256 2.37346 -5.58887
61 Cl -8.42373 1.89086 -5.23079
62 Cl -6.97628 3.47966 -3.28865
63 H -7.32867 3.93329 -5.55675
64 C -5.60292 -0.66539 -8.72934
65 Cl -4.73929 -1.66977 -7.56678
66 Cl -6.54782 -1.65824 -9.84800
67 Cl -6.63390 0.48093 -7.87780
68 H -4.87686 -0.11022 -9.30747
69 C 8.54670 -0.95589 9.84307
70 Cl 8.09771 0.74392 9.72560
71 Cl 9.42669 -1.27235 11.33853
72 Cl 7.11930 -1.98758 9.72838
73 H 9.19868 -1.19058 9.01287
74 C 6.70855 0.19742 -1.56326
75 Cl 6.31632 1.91060 -1.71245
76 Cl 7.57622 -0.11281 -0.05823
77 Cl 5.24880 -0.78618 -1.67167
78 H 7.35887 -0.07140 -2.38436
79 C -5.83299 -5.31115 -9.31347
80 Cl -4.47451 -5.44502 -10.43208
81 Cl -6.91656 -6.69509 -9.47731
82 Cl -5.26609 -5.15415 -7.65264
83 H -6.38709 -4.41747 -9.56504
84 C -4.73998 -5.70110 -3.33604
85 Cl -4.49736 -4.70247 -4.77280
86 Cl -3.70570 -7.12716 -3.38812
87 Cl -4.45144 -4.77153 -1.86785
88 H -5.77009 -6.03042 -3.32955
89 C 4.91756 -6.35836 -0.69577
90 Cl 6.64944 -6.60460 -0.88399
91 Cl 4.46086 -6.29908 1.01010
92 Cl 4.40299 -4.87200 -1.49756
93 H 4.40126 -7.19272 -1.15233

Number 1: LUMO energy 0.13078 hartree. Number 2: LUMO energy 0.00425 hartree. Number 3: LUMO energy -0.21323 hartree. Number 4: LUMO energy -0.17763 hartree. Number 5: LUMO energy -0.01319 hartree.